{
  "formula": "C32H57N4OP2Pd",
  "method": "ωB97M-V/def2-TZVPD",
  "homo_energy_ev": [-16.006, -16.001],
  "spin_multiplicity": 5,
  "charge": 3,
  "elements": ["C", "C", "C", "C", "C", "H", "H", "H", "N", "P", "P", "C", "H", "H", "C", "O", "C", "H", "C", "C", "C", "C", "C", "H", "H", "H", "C", "H", "H", "H", "C", "H", "H", "H", "C", "H", "H", "H", "C", "H", "H", "H", "C", "H", "H", "H", "C", "H", "H", "H", "C", "H", "H", "H", "C", "H", "H", "H", "C", "H", "H", "H", "C", "H", "H", "H", "C", "H", "H", "H", "Pd", "N", "C", "C", "C", "C", "C", "H", "H", "H", "H", "H", "H", "H", "H", "H", "C", "N", "C", "C", "N", "H", "H", "H", "H", "H", "H"],
  "xyz": [[-0.633, 3.195, 0.545], [-2.485, 1.747, 0.398], [-1.431, 4.252, 1.001], [-3.318, 2.775, 0.940], [-2.774, 4.007, 1.253], [-0.957, 5.210, 1.182], [-4.370, 2.532, 1.095], [-3.395, 4.788, 1.684], [-1.129, 1.971, 0.364], [1.814, 1.880, 0.245], [-2.270, -0.970, -0.469], [0.833, 3.444, 0.224], [0.943, 3.930, -0.763], [1.215, 4.178, 0.943], [1.065, -1.426, -0.274], [1.623, -2.417, -0.460], [-3.041, 0.562, -0.142], [-4.129, 0.493, -0.032], [-3.513, -1.575, -1.840], [-2.359, -2.227, 0.987], [3.034, 2.029, -1.167], [2.681, 2.086, 1.918], [-2.599, -2.162, -2.918], [-2.044, -3.039, -2.558], [-3.206, -2.474, -3.781], [-1.875, -1.410, -3.260], [-4.576, -2.589, -1.393], [-4.175, -3.523, -0.992], [-5.273, -2.146, -0.669], [-5.170, -2.851, -2.283], [-4.301, -0.389, -2.401], [-4.810, -0.694, -3.326], [-5.076, -0.038, -1.708], [-3.642, 0.455, -2.632], [-1.890, -3.584, 0.418], [-0.861, -3.527, 0.038], [-1.916, -4.333, 1.224], [-2.525, -3.954, -0.395], [-1.361, -1.759, 2.055], [-0.376, -1.580, 1.606], [-1.692, -0.828, 2.536], [-1.239, -2.538, 2.827], [-3.726, -2.336, 1.669], [-4.503, -2.783, 1.044], [-3.608, -2.993, 2.545], [-4.075, -1.357, 2.027], [3.856, 1.102, 2.006], [4.311, 1.232, 2.998], [3.503, 0.066, 1.927], [4.634, 1.295, 1.258], [1.634, 1.734, 2.982], [0.746, 2.379, 2.924], [1.330, 0.681, 2.893], [2.089, 1.874, 3.973], [3.196, 3.514, 2.202], [3.861, 3.452, 3.075], [3.778, 3.939, 1.379], [2.388, 4.206, 2.463], [2.293, 2.497, -2.429], [2.083, 3.574, -2.410], [2.933, 2.306, -3.304], [1.348, 1.957, -2.576], [3.605, 0.619, -1.401], [2.812, -0.093, -1.662], [4.323, 0.665, -2.233], [4.132, 0.238, -0.517], [4.173, 3.015, -0.879], [3.803, 4.039, -0.735], [4.792, 2.724, -0.024], [4.834, 3.033, -1.760], [0.126, 0.275, -0.259], [-0.735, 0.706, -2.030], [-1.558, 0.973, -2.842], [-1.680, 1.380, -4.349], [-3.120, 1.656, -4.751], [-0.860, 2.650, -4.561], [-1.090, 0.231, -5.169], [-3.737, 0.757, -4.688], [-3.562, 2.439, -4.122], [-3.157, 2.007, -5.793], [0.192, 2.475, -4.311], [-0.892, 2.971, -5.613], [-1.251, 3.472, -3.948], [-0.943, 0.529, -6.217], [-0.104, -0.057, -4.774], [-1.745, -0.647, -5.153], [2.224, -3.675, 4.898], [2.640, -3.418, 3.519], [3.679, -4.256, 2.920], [2.219, -2.340, 2.898], [1.832, -1.366, 2.365], [2.737, -4.578, 5.242], [1.136, -3.830, 4.938], [2.473, -2.828, 5.557], [3.339, -4.636, 1.946], [4.614, -3.696, 2.763], [3.864, -5.096, 3.598]],
  "forces_ev_per_angstrom": [[0.253, -0.119, -0.156], [-0.156, 0.759, 0.401], [-0.057, -0.284, 0.047], [0.056, -0.870, -0.449], [-0.027, 0.329, 0.187], [-0.253, -0.028, -0.015], [0.250, 0.320, -0.075], [0.036, -0.118, -0.103], [-0.125, 0.036, -0.626], [1.964, 2.791, 0.493], [-3.138, -1.875, -0.186], [-0.722, -0.067, -0.086], [-0.315, -0.324, 0.313], [0.106, -0.378, -0.167], [2.913, -5.074, -1.255], [-1.775, 3.199, 0.596], [-0.172, 1.130, 2.127], [0.340, -0.028, -0.044], [0.400, 0.006, -0.346], [0.762, -0.504, 0.678], [-0.092, -0.439, -0.378], [0.078, -0.673, 0.445], [-0.015, -0.220, -0.316], [-0.122, 0.179, -0.108], [0.205, 0.032, 0.208], [-0.167, -0.392, 0.041], [-0.095, -0.248, 0.284], [-0.220, 0.270, -0.156], [0.182, -0.160, -0.251], [0.246, 0.137, 0.157], [0.100, 0.183, 0.013], [0.201, -0.006, 0.238], [0.146, -0.095, -0.243], [-0.362, -0.065, 0.001], [0.038, 0.116, -0.242], [-0.180, -0.073, 0.144], [0.021, 0.275, -0.183], [0.269, 0.052, 0.319], [0.182, 0.278, -0.301], [-0.156, -0.138, 0.449], [0.055, -0.220, -0.011], [-0.093, 0.304, -0.289], [-0.602, 0.304, -0.340], [0.255, 0.127, 0.248], [0.139, 0.237, -0.219], [0.040, -0.256, -0.004], [0.065, -0.200, 0.078], [-0.090, -0.126, -0.255], [0.230, 0.310, -0.008], [-0.207, -0.067, 0.326], [-0.177, -0.283, 0.121], [0.176, -0.026, 0.060], [0.046, 0.426, 0.136], [-0.173, -0.005, -0.228], [-0.057, 0.250, -0.431], [-0.224, -0.079, -0.211], [-0.139, -0.024, 0.327], [0.187, -0.132, 0.013], [-0.053, -0.020, -0.122], [0.053, -0.257, -0.038], [-0.178, 0.052, 0.254], [0.217, 0.079, -0.017], [0.141, -0.070, 0.023], [0.222, 0.134, -0.121], [-0.210, -0.089, 0.223], [-0.107, 0.045, -0.271], [0.194, 0.211, 0.124], [0.117, -0.235, -0.028], [-0.184, 0.150, -0.310], [-0.247, -0.055, 0.153], [-0.383, 1.266, 1.846], [-3.001, 0.706, -2.865], [4.335, -0.015, -0.052], [-1.055, 0.054, -0.388], [-0.521, 0.076, -0.145], [0.528, 0.426, 0.634], [0.368, -0.614, 0.205], [0.097, 0.217, -0.119], [0.031, -0.146, -0.159], [0.137, -0.117, 0.333], [-0.162, 0.122, -0.036], [-0.226, -0.328, 0.296], [0.149, -0.092, -0.148], [-0.230, 0.128, 0.369], [-0.237, 0.034, -0.170], [0.177, 0.205, -0.130], [-0.499, 0.295, 0.521], [-0.049, 0.309, -0.159], [0.427, -0.054, -0.643], [-0.254, 0.664, -0.205], [0.404, -1.436, 0.344], [-0.220, 0.312, -0.029], [0.345, -0.072, 0.060], [0.034, -0.352, -0.195], [0.125, -0.014, 0.330], [-0.294, -0.216, 0.182], [-0.021, 0.242, -0.314]],
  "mulliken_spin": [-0.01, 0.04, 0.14, 0.24, -0.03, 0.00, 0.01, 0.00, 0.18, 0.28, 0.22, 0.07, 0.02, 0.00, 0.06, 0.04, 0.49, -0.01, 0.10, 0.20, 0.07, 0.02, 0.06, 0.01, 0.00, 0.00, 0.04, 0.00, 0.00, 0.00, 0.10, 0.00, 0.01, -0.04, 0.02, -0.01, 0.00, 0.00, -0.01, 0.03, -0.01, 0.00, 0.04, 0.00, 0.02, 0.00, 0.01, 0.00, 0.00, 0.00, 0.04, 0.00, 0.01, 0.00, 0.03, 0.01, 0.00, 0.00, 0.00, 0.00, 0.00, 0.01, 0.03, -0.01, 0.00, 0.00, 0.02, 0.00, 0.00, 0.01, 1.31, 0.06, 0.02, 0.01, 0.00, 0.00, 0.00, 0.00, 0.00, 0.00, 0.00, 0.00, 0.00, 0.00, 0.00, 0.00, 0.00, 0.00, 0.00, 0.01, 0.02, 0.00, 0.00, 0.00, 0.00, 0.00, 0.00]
}

{
  "formula": "C32H57N9O4P2RbS2",
  "method": "ωB97M-V/def2-TZVPD",
  "homo_energy_ev": -4.752,
  "spin_multiplicity": 1,
  "e_above_lowest_ev": 0.038,
  "charge": -1,
  "elements": ["Rb", "C", "C", "C", "C", "C", "C", "C", "S", "O", "O", "N", "C", "C", "O", "O", "H", "H", "H", "H", "H", "H", "H", "H", "H", "N", "C", "C", "N", "H", "H", "H", "H", "H", "H", "H", "H", "C", "P", "C", "C", "C", "C", "C", "C", "C", "P", "C", "C", "H", "H", "H", "H", "H", "H", "H", "H", "H", "H", "H", "H", "H", "H", "H", "H", "C", "N", "C", "C", "S", "N", "C", "C", "H", "H", "H", "H", "H", "H", "H", "H", "H", "H", "H", "H", "C", "N", "C", "N", "C", "N", "C", "N", "C", "C", "H", "H", "H", "H", "H", "H", "H", "H", "H", "H", "H", "H"],
  "xyz": [[-0.773, 0.018, -0.021], [2.683, 7.462, 3.284], [1.823, 6.266, 2.973], [1.204, 5.547, 3.994], [0.384, 4.465, 3.711], [0.177, 4.077, 2.395], [0.775, 4.791, 1.368], [1.594, 5.873, 1.658], [-0.875, 2.663, 2.043], [-1.878, 2.701, 3.100], [0.044, 1.510, 2.149], [-1.356, 2.826, 0.593], [-2.779, 2.840, 0.290], [-3.235, 1.463, -0.261], [-3.295, 1.333, -1.507], [-3.389, 0.532, 0.574], [3.217, 7.332, 4.227], [2.079, 8.369, 3.372], [3.421, 7.633, 2.499], [1.360, 5.842, 5.026], [-0.111, 3.919, 4.504], [0.567, 4.496, 0.345], [2.055, 6.427, 0.846], [-2.945, 3.588, -0.488], [-3.377, 3.083, 1.174], [-2.634, -2.442, 0.304], [-3.317, -3.530, -0.386], [-2.353, -4.695, -0.585], [-1.174, -4.387, -1.393], [-2.524, -2.681, 1.284], [-3.156, -1.565, 0.268], [-3.664, -3.160, -1.354], [-4.207, -3.896, 0.147], [-2.874, -5.548, -1.028], [-2.007, -5.023, 0.401], [-0.764, -3.530, -1.026], [-1.464, -4.159, -2.339], [2.011, -4.530, 0.184], [1.190, -3.123, 1.039], [2.629, -2.612, 2.081], [0.179, -3.972, 2.328], [0.065, -5.364, 2.348], [-0.715, -6.009, 3.297], [-1.389, -5.270, 4.257], [-1.285, -3.888, 4.243], [-0.522, -3.221, 3.286], [-0.421, -1.380, 3.201], [0.273, -0.940, 4.842], [-2.165, -0.856, 3.462], [2.583, -5.185, 0.847], [2.693, -4.080, -0.541], [1.280, -5.111, -0.380], [2.832, -3.348, 2.863], [2.449, -1.643, 2.545], [3.508, -2.540, 1.438], [0.581, -5.961, 1.608], [-0.794, -7.090, 3.283], [-1.994, -5.764, 5.007], [-1.818, -3.310, 4.991], [-0.339, -1.281, 5.681], [0.334, 0.150, 4.862], [1.278, -1.352, 4.950], [-2.173, 0.162, 3.854], [-2.637, -1.532, 4.179], [-2.733, -0.821, 2.532], [2.428, 2.834, -3.383], [3.112, 2.646, -2.112], [4.547, 2.876, -2.250], [2.810, 1.470, -1.393], [2.263, 0.070, -2.140], [3.056, 1.557, -0.081], [2.942, 0.415, 0.814], [3.351, 2.808, 0.601], [2.624, 3.855, -3.716], [1.360, 2.716, -3.245], [2.763, 2.130, -4.151], [4.997, 2.149, -2.940], [5.051, 2.800, -1.289], [4.709, 3.879, -2.644], [2.917, -0.499, 0.231], [2.037, 0.507, 1.417], [3.809, 0.407, 1.478], [3.102, 3.653, -0.032], [4.410, 2.853, 0.878], [2.752, 2.859, 1.513], [-0.336, -1.455, -4.194], [-0.851, -1.386, -5.570], [-2.240, -1.856, -5.559], [-3.091, -1.085, -4.658], [-2.523, -1.170, -3.304], [-1.142, -0.673, -3.256], [-1.142, 0.725, -3.714], [-1.677, 0.852, -5.078], [-0.866, 0.026, -5.968], [-3.045, 0.323, -5.067], [0.688, -1.079, -4.183], [-0.330, -2.502, -3.876], [-2.253, -2.905, -5.248], [-2.641, -1.790, -6.575], [-2.525, -2.218, -2.992], [-3.129, -0.578, -2.615], [-0.112, 1.076, -3.705], [-1.751, 1.319, -3.033], [0.161, 0.402, -5.962], [-1.261, 0.100, -6.985], [-3.467, 0.413, -6.073], [-3.641, 0.910, -4.367]],
  "forces_ev_per_angstrom": [[0.567, -0.501, -0.545], [0.029, 0.033, 0.018], [-0.025, -0.051, 0.014], [0.024, 0.035, -0.038], [0.051, -0.058, 0.040], [-0.004, -0.028, -0.123], [-0.100, 0.011, -0.052], [0.007, -0.003, 0.033], [-0.234, -0.214, -0.120], [0.028, 0.003, -0.013], [0.301, 0.474, 0.364], [0.190, -0.118, 0.241], [-0.328, 0.091, -0.055], [0.004, 0.205, -0.011], [-0.067, 0.063, -0.005], [-0.156, -0.021, 0.128], [-0.011, -0.003, -0.005], [0.002, -0.009, -0.003], [-0.013, -0.002, 0.000], [0.012, 0.012, -0.010], [0.002, 0.000, -0.020], [0.007, -0.002, 0.034], [0.007, 0.007, 0.007], [-0.112, -0.016, 0.012], [-0.022, -0.003, -0.012], [-0.070, 0.042, 0.017], [0.011, -0.046, 0.021], [-0.024, 0.006, 0.033], [0.014, 0.025, 0.016], [0.020, -0.003, 0.011], [-0.083, 0.037, -0.002], [0.028, -0.011, -0.008], [-0.011, 0.016, 0.018], [-0.015, 0.024, -0.042], [0.009, -0.009, -0.006], [-0.008, 0.023, -0.002], [0.002, -0.049, -0.009], [-0.055, -0.053, -0.018], [0.009, 0.139, 0.023], [0.068, -0.053, 0.066], [0.033, -0.182, -0.062], [-0.023, -0.037, 0.033], [0.021, -0.004, -0.016], [0.003, 0.043, -0.002], [-0.013, -0.003, 0.007], [-0.108, 0.015, 0.144], [0.079, 0.245, -0.389], [0.002, -0.077, 0.061], [0.109, -0.192, 0.147], [-0.020, 0.016, 0.018], [0.022, -0.015, 0.012], [-0.015, 0.034, 0.005], [0.006, -0.014, -0.023], [-0.029, -0.023, -0.004], [-0.006, 0.056, 0.006], [-0.013, 0.009, 0.006], [0.002, 0.008, -0.003], [0.001, -0.001, -0.002], [0.006, -0.019, -0.001], [-0.025, -0.010, -0.027], [0.012, -0.009, 0.020], [0.005, 0.017, -0.015], [0.109, 0.037, -0.039], [-0.197, 0.132, -0.007], [0.013, -0.032, -0.006], [0.039, -0.033, 0.064], [-0.016, -0.168, -0.027], [0.007, 0.020, 0.094], [0.167, 0.000, -0.072], [-0.099, 0.192, -0.022], [-0.021, 0.110, 0.055], [0.055, 0.024, -0.084], [-0.031, -0.019, 0.125], [0.008, -0.022, 0.006], [-0.124, -0.026, 0.010], [0.014, -0.024, -0.016], [-0.001, 0.007, -0.002], [-0.013, -0.009, -0.032], [0.008, 0.010, 0.003], [-0.013, 0.012, 0.019], [-0.071, 0.002, 0.027], [0.020, 0.000, 0.016], [0.006, -0.033, 0.013], [-0.007, 0.022, 0.004], [0.006, -0.032, -0.068], [-0.067, -0.030, 0.019], [0.017, -0.034, -0.013], [0.009, 0.024, 0.015], [-0.014, -0.038, 0.020], [-0.021, -0.005, 0.028], [0.043, -0.079, -0.019], [-0.085, -0.015, 0.007], [0.006, 0.037, -0.010], [-0.010, 0.007, 0.022], [0.009, 0.007, -0.014], [0.017, 0.014, 0.001], [-0.001, 0.002, 0.001], [0.001, -0.001, 0.005], [0.005, 0.006, -0.002], [-0.002, 0.027, -0.017], [0.007, 0.004, -0.002], [0.127, 0.060, -0.014], [-0.001, -0.003, 0.009], [-0.003, 0.001, 0.002], [-0.005, -0.002, -0.006], [-0.001, 0.000, -0.003], [0.006, -0.002, 0.000]],
  "lowdin_charge": [0.72, -0.07, -0.29, -0.05, -0.06, -0.26, -0.08, -0.06, 0.49, -0.34, -0.52, -0.27, -0.22, -0.77, -0.08, -0.17, 0.07, 0.08, 0.07, 0.11, 0.11, 0.11, 0.11, 0.10, 0.10, -0.01, -0.27, -0.28, 0.01, 0.05, 0.03, 0.10, 0.11, 0.10, 0.09, 0.02, 0.04, -0.31, 0.88, -0.30, -0.40, -0.11, -0.09, -0.09, -0.10, -0.39, 0.88, -0.27, -0.25, 0.04, 0.04, 0.02, 0.05, 0.00, 0.04, 0.09, 0.10, 0.10, 0.09, 0.04, 0.04, 0.03, 0.04, 0.03, 0.01, -0.11, -0.24, -0.07, -0.76, 0.69, -0.17, -0.09, -0.04, 0.09, 0.07, 0.07, 0.09, 0.07, 0.09, 0.02, 0.07, 0.10, 0.08, 0.09, 0.09, -0.19, -0.09, -0.19, -0.08, -0.17, -0.09, -0.18, -0.08, -0.19, -0.17, 0.08, 0.12, 0.12, 0.12, 0.10, 0.11, 0.08, 0.11, 0.12, 0.12, 0.12, 0.13]
}